[1]
The following is a DFT calculation (wB97M-V/def2-TZVPD) of one molecule with the formula C22H29N3O6S.

The geometry in XYZ format:
```
61
Properties=species:S:1:pos:R:3:forces:R:3
C 3.0225 1.3605 7.3485 0.17 0.18 -0.37
C 4.0936 1.7607 6.3404 0.17 -0.29 0.61
O 3.5654 2.5056 5.2564 -0.03 -0.01 -0.38
C 2.6682 1.9778 4.3824 -0.22 0.14 -0.18
C 1.8900 2.9298 3.7243 0.24 -0.17 0.24
C 0.9531 2.5816 2.7772 -0.13 -0.39 -0.16
C 0.7592 1.2392 2.4633 0.62 0.15 0.61
C -0.2299 0.8524 1.4812 -0.62 0.03 -0.65
N -0.3788 -0.3801 1.1819 0.45 0.07 0.33
N -1.2952 -0.8270 0.2829 -0.24 -0.27 0.04
C -2.0144 -0.1369 -0.6319 -0.23 0.11 -0.08
O -1.9650 1.0710 -0.7904 0.08 0.21 0.12
C -2.9404 -0.9985 -1.5123 -0.24 -0.18 0.60
C -3.6454 -2.1241 -0.7576 -0.06 0.16 -0.02
N -2.2634 -1.5241 -2.6929 0.72 -0.55 0.03
C -2.3928 -0.8290 -3.9213 -0.13 0.42 -0.70
C -2.5593 -1.5604 -5.0942 -0.08 0.17 -0.12
C -2.6807 -0.9103 -6.3023 -0.01 0.18 -0.09
C -2.6569 0.4849 -6.3695 0.03 -0.12 0.07
O -2.7962 1.0239 -7.6113 0.01 -0.35 0.13
C -2.7924 2.4252 -7.7417 0.00 0.23 -0.02
C -2.4976 1.2131 -5.1961 -0.06 0.16 -0.31
C -2.3571 0.5577 -3.9838 0.01 -0.23 0.09
S -0.8564 -2.3979 -2.5498 0.64 0.17 -0.02
C 0.4833 -1.1760 -2.6078 -0.75 -0.55 -0.03
O -0.7140 -3.2422 -3.6921 0.02 0.14 -0.22
O -0.8531 -3.0370 -1.2599 -0.02 0.06 0.05
C 1.5401 0.2766 3.1075 -0.07 0.11 0.00
C 2.4967 0.6145 4.0477 0.09 0.04 0.10
O 3.2892 -0.3029 4.6872 -0.05 0.49 -0.04
C 3.1865 -1.6760 4.3659 0.07 -0.41 -0.18
C 3.8935 -2.0342 3.0623 -0.16 0.25 0.29
H 2.4663 2.2377 7.6715 -0.04 0.06 0.08
H 2.3293 0.6508 6.9046 -0.07 -0.09 0.01
H 3.4899 0.8987 8.2137 0.03 -0.07 0.12
H 4.8036 2.4534 6.8020 -0.07 -0.12 -0.06
H 4.6343 0.8793 5.9869 -0.03 0.23 0.06
H 2.0532 3.9628 3.9890 0.03 0.10 0.05
H 0.3679 3.3442 2.2865 -0.08 0.09 -0.07
H -0.8086 1.6595 1.0382 -0.07 -0.15 -0.08
H -1.2410 -1.8377 0.1670 -0.10 0.44 0.07
H -3.7000 -0.3014 -1.8873 0.31 -0.12 0.07
H -2.9590 -2.9309 -0.5230 -0.07 -0.03 0.09
H -4.4386 -2.5273 -1.3825 -0.06 -0.03 -0.05
H -4.0828 -1.7375 0.1600 -0.07 0.00 0.09
H -2.5749 -2.6357 -5.0447 -0.06 -0.09 -0.04
H -2.8070 -1.4641 -7.2186 -0.02 -0.08 -0.11
H -2.9254 2.6218 -8.8043 0.01 0.04 0.09
H -1.8429 2.8580 -7.4105 -0.04 -0.02 0.00
H -3.6153 2.8832 -7.1837 0.04 -0.02 -0.01
H -2.4738 2.2911 -5.2059 -0.01 0.10 -0.04
H -2.2281 1.1405 -3.0842 0.02 0.03 0.13
H 0.4451 -0.7078 -3.5828 0.00 0.10 -0.16
H 1.4123 -1.7156 -2.4786 0.10 -0.18 0.02
H 0.3515 -0.4483 -1.8186 -0.05 0.13 0.18
H 1.3639 -0.7483 2.8287 0.07 -0.15 0.03
H 3.6793 -2.1798 5.2032 -0.15 0.02 -0.11
H 2.1371 -1.9923 4.3435 0.08 0.04 0.07
H 3.4365 -1.5254 2.2177 -0.01 -0.01 -0.11
H 3.8363 -3.1070 2.9008 0.00 -0.13 -0.05
H 4.9389 -1.7401 3.1172 0.09 0.00 -0.01
```
Positions in Å, forces in eV/Å.

Calculated values
HOMO-LUMO gap = 8.354 eV
total charge = 0
SMILES = CCOc1ccc(/C=N/NC(=O)[C@H](C)N(c2ccc(OC)cc2)S(C)(=O)=O)cc1OCC
relative energy (zero: lowest compared OMol25 entry of this formula, charge and spin) = 401.84 kJ/mol
E_LUMO = 0.0181 Ha

These are the Löwdin partial charges, in e, on atoms 1 to 4: -0.057 -0.235 -0.035 -0.193

---

[2]
The following is a DFT calculation (wB97M-V/def2-TZVPD) of a 6-piece molecular cluster, C22H30Cl2F2O3 overall at a distorted geometry.

The geometry in XYZ format:
```
59
Properties=species:S:1:pos:R:3:forces:R:3
F 5.4930 5.5575 -1.2728 -0.10 -0.47 -0.30
C 4.1564 5.5203 -1.4224 -1.76 1.10 0.99
C 3.4219 4.3731 -1.6679 -0.20 -0.77 0.41
C 2.0186 4.4109 -1.6411 0.34 2.16 0.28
C 1.3728 5.6646 -1.4375 -0.40 -2.27 -0.46
C 2.0949 6.8101 -1.2197 -0.19 -0.40 1.11
C 3.4498 6.6944 -1.0904 1.96 0.21 -1.12
H 3.8586 3.3854 -1.6836 0.44 -0.01 -0.34
H 1.4547 3.4908 -1.6841 0.03 0.04 -0.20
H 0.2950 5.6493 -1.3693 -0.14 0.21 -0.10
H 1.6290 7.7155 -0.8597 -0.19 0.15 -0.41
H 4.0150 7.5815 -0.8458 0.25 -0.01 0.14
F -1.9534 -5.5174 -0.1748 1.57 -0.60 -1.19
C -3.0299 -5.3320 0.5489 -0.87 0.72 0.50
C -3.9956 -6.3061 0.5952 0.15 -0.72 -0.16
C -5.1631 -6.0629 1.2948 0.30 -0.80 -0.63
C -5.3071 -4.8695 1.9259 -0.66 0.28 1.07
C -4.2740 -3.9591 1.9985 -0.12 1.04 -1.34
C -3.1497 -4.1170 1.1759 -0.82 0.08 1.24
H -3.7917 -7.2214 0.0594 -0.16 -0.16 0.00
H -5.9773 -6.7691 1.3639 0.10 -0.22 -0.31
H -6.2864 -4.7077 2.3516 0.14 0.43 0.49
H -4.4699 -3.0048 2.4646 0.21 0.07 0.20
H -2.4388 -3.3178 1.0268 0.22 -0.13 0.13
C -4.4063 4.5749 -1.2771 0.59 -0.02 0.30
C -3.7246 3.2092 -1.1180 0.64 -0.36 0.47
C -2.8194 2.7927 -2.2809 -0.58 -0.78 0.28
O -3.8660 2.4599 -0.1714 -0.26 0.88 -0.42
H -5.2844 4.4338 -1.9073 0.03 0.20 -0.09
H -3.7010 5.2708 -1.7313 -0.06 -0.18 -0.59
H -4.6756 5.1079 -0.3652 -0.27 -0.72 0.30
H -2.5314 1.7466 -2.1769 -0.15 0.01 0.33
H -1.8743 3.3331 -2.3332 -0.35 0.48 -0.24
H -3.4355 2.8208 -3.1796 0.36 0.53 -0.35
C 0.9010 -5.2643 1.7276 0.45 -0.51 -0.05
C 1.4873 -4.1944 0.8022 -1.84 0.73 1.85
C 2.2764 -4.7730 -0.3269 -0.43 1.64 -0.40
O 1.2524 -2.9974 0.9844 0.70 -1.77 -0.65
H 1.6943 -5.7132 2.3252 0.40 0.19 0.09
H 0.6032 -6.1112 1.1094 -0.38 0.06 -0.06
H 0.1164 -5.0158 2.4423 -0.02 0.53 -0.43
H 1.6099 -5.3589 -0.9598 0.18 -0.49 0.27
H 3.1433 -5.3061 0.0634 -0.04 -0.07 -0.39
H 2.4831 -3.8799 -0.9166 0.87 -0.24 -0.22
C 3.4405 -0.4276 1.0672 -0.79 0.33 0.23
C 4.0221 0.7165 0.2723 0.63 -0.65 -0.68
C 5.0252 1.5292 0.9829 0.47 0.84 0.11
O 3.7704 0.9026 -0.9002 -0.40 -0.14 0.35
H 3.6370 -0.4291 2.1394 0.55 0.24 -0.09
H 3.7933 -1.3696 0.6476 -0.40 0.00 -0.11
H 2.3579 -0.3061 1.0300 -0.11 -0.59 -0.48
H 4.4476 2.2320 1.5833 0.16 0.01 0.51
H 5.6327 2.1349 0.3104 -0.05 -0.16 -0.11
H 5.6575 0.8899 1.5990 -0.08 0.22 0.21
Cl -0.0971 1.5540 -0.5105 -0.70 -1.07 0.68
C -0.8636 0.2673 0.5168 0.42 -0.67 0.51
Cl -2.2699 -0.6459 -0.1530 0.68 0.91 0.13
H -0.1436 -0.5143 0.7591 0.32 0.16 -0.73
H -1.0819 0.6620 1.5091 -0.64 0.53 -0.52
```
Positions in Å, forces in eV/Å.

Calculated values
HOMO-LUMO gap = 9.702 eV
total charge = 0
SMILES = Fc1ccccc1.Fc1ccccc1.CC(C)=O.CC(C)=O.CC(C)=O.ClCCl
relative energy (zero: lowest compared OMol25 entry of this formula, charge and spin) = 0.00 kJ/mol
E_LUMO = 0.0252 Ha

These are the Löwdin partial charges, in e, on atoms 1 to 4: 0.058 -0.264 -0.012 -0.061